C32H76Cl2N3O9P2 | ωB97M-V/def2-TZVPD

Atoms and positions in Å:
H  9.939  0.466  5.644
H  -10.302  -2.671  2.071
P  -0.194  -1.430  -5.284
H  1.341  -1.829  -2.718
H  1.789  -2.361  -5.402
O  -5.992  -2.102  5.309
H  9.893  -1.300  1.467
P  -1.359  -1.389  -3.219
H  -4.375  5.647  -1.117
H  12.081  -0.450  -1.126
C  8.549  -1.085  3.131
C  -7.534  -4.397  2.180
H  -0.610  7.292  4.267
Cl  -2.396  1.559  -2.584
H  8.235  -1.871  1.195
N  0.822  -2.668  -5.427
H  1.769  -0.906  -0.584
O  0.418  5.459  -0.156
H  -1.080  6.897  -0.221
H  0.398  8.596  1.018
H  13.232  -0.581  0.226
H  -3.329  2.604  -5.181
H  -4.052  -2.512  -1.361
C  9.136  -0.092  5.166
H  -1.313  3.927  -1.349
C  10.488  1.186  0.192
H  3.831  -1.284  -2.086
H  5.323  0.160  -0.354
H  -3.611  -2.347  -4.062
H  -4.742  1.703  -5.756
Cl  -3.685  -0.668  -5.982
C  -1.619  4.099  -0.310
C  -2.462  0.205  -3.738
H  -1.103  -0.726  1.205
H  -3.111  -2.950  0.777
C  12.492  0.062  -0.248
O  9.523  -0.338  3.837
H  -1.528  -3.449  1.313
H  -1.694  -1.544  2.651
C  -2.602  -2.706  -3.845
H  -6.468  -4.087  4.019
H  -7.320  -4.295  1.108
C  -1.521  -2.529  -0.629
H  -5.121  -1.015  6.850
C  4.323  -0.264  -0.242
H  -4.186  -1.876  4.323
H  1.067  7.091  3.705
H  -0.249  0.239  -1.862
H  -4.389  -2.603  6.527
C  -2.061  -2.643  0.796
H  -7.916  -5.413  2.359
H  -5.338  -1.162  2.197
H  -4.098  3.887  -1.100
H  -0.731  4.888  1.479
H  8.213  0.498  5.211
H  -10.099  -4.382  1.632
H  1.465  7.227  1.412
H  -2.580  -4.582  -6.644
H  8.685  2.088  0.828
H  -3.206  4.907  -2.242
C  2.067  -0.271  -1.429
O  -0.418  7.164  2.260
O  -2.629  5.093  -0.255
C  0.001  6.807  -0.088
H  -4.089  -0.960  -0.529
O  -5.456  -3.143  2.466
H  8.975  -1.026  5.719
O  -8.503  -3.444  2.575
C  -3.292  0.506  -4.740
H  0.207  3.630  0.647
C  -3.624  4.867  -1.230
H  -1.640  -3.490  -1.144
C  3.583  -0.346  -1.578
C  -5.793  -1.843  2.919
C  0.106  7.575  3.497
C  -4.026  1.799  -4.941
H  -5.994  -2.500  7.290
N  -0.033  -0.231  -2.730
H  -5.647  -5.105  2.818
H  0.455  -0.168  -5.327
H  0.252  8.663  3.531
H  -4.143  -1.018  -2.290
H  -0.998  -1.286  -6.428
H  -1.209  -3.837  -4.796
H  8.545  -2.124  3.491
H  -5.205  -0.420  4.403
C  -5.335  -2.049  6.550
H  4.436  -1.249  0.216
H  10.161  0.835  -0.796
C  -5.220  -1.512  4.276
H  -9.285  -3.119  0.681
C  8.838  -1.081  1.647
H  1.770  0.758  -1.188
O  8.436  0.109  0.993
H  12.985  0.983  -0.585
C  1.329  -0.728  -2.681
C  -0.416  4.514  0.501
H  -6.876  -1.690  2.909
H  -0.488  -2.513  -2.914
C  -1.916  -1.344  1.599
H  10.889  2.204  0.078
H  -1.873  -0.482  -0.958
C  -6.250  -4.206  2.954
H  -4.556  2.085  -4.032
C  -3.691  -1.479  -1.409
H  9.623  1.366  2.151
H  -3.246  -5.141  -5.093
O  11.492  0.331  0.704
H  -3.925  -3.710  -5.890
H  -2.826  -0.738  1.553
H  -2.009  3.151  0.086
H  0.498  7.309  -0.922
N  -2.067  -3.342  -5.036
C  9.294  1.229  1.118
C  0.429  7.508  1.181
H  -0.439  -2.346  -0.571
H  1.902  -0.398  -3.564
C  -2.159  -1.411  -1.452
C  -2.992  -4.246  -5.688
H  3.776  0.370  0.464
H  -2.696  -3.428  -3.015
H  3.922  0.458  -2.238
C  -9.597  -3.408  1.691
H  7.551  -0.661  3.301

Summary:
HOMO-LUMO gap	5.6	eV
total charge	-1
multiplicity	1

---

C32H79N5O9V | ωB97M-V/def2-TZVPD

Atoms and positions in Å:
C  2.559  1.606  3.940
H  4.076  2.362  -2.455
H  0.305  -3.536  -5.156
H  2.381  -3.970  -3.485
C  1.414  0.185  5.709
N  2.365  1.938  -3.711
H  -6.472  0.623  2.797
H  -0.586  -3.850  -1.107
H  -4.917  -1.511  1.341
V  1.074  0.702  -2.246
H  3.741  -3.641  -2.345
H  4.978  0.287  -0.433
H  -6.849  -1.059  2.828
H  1.644  4.212  -2.442
H  0.353  0.141  5.464
N  0.155  -2.541  -5.239
H  -2.267  0.424  0.028
H  0.913  2.395  0.878
O  3.077  0.154  -1.307
H  0.763  -0.017  1.791
C  2.344  3.570  -1.907
C  3.241  2.844  -2.965
H  -2.972  1.903  -3.592
H  0.264  -2.390  1.683
C  -0.886  3.757  -4.490
C  3.243  -2.547  3.374
H  -1.828  -1.613  -6.542
H  -4.654  2.225  0.062
O  -3.121  0.935  -5.407
H  -3.823  2.677  1.574
C  3.801  -0.439  4.730
H  -4.586  -1.584  3.830
O  0.575  -0.063  2.731
H  4.921  -2.293  4.680
H  3.383  -2.500  5.484
H  -1.082  3.272  -3.534
C  -3.172  -0.149  0.230
H  -0.100  -2.608  4.206
H  -2.757  -1.103  0.554
H  -3.036  -2.097  -5.454
H  1.632  1.119  6.226
H  -3.498  2.350  4.553
C  1.473  3.160  0.340
C  -1.402  -2.859  -3.362
O  -2.077  1.245  2.555
H  -1.084  -1.074  -4.435
N  1.738  -0.664  3.293
H  0.645  4.271  -5.573
C  -4.365  1.701  4.429
H  3.531  -3.595  3.288
H  4.015  -0.257  5.784
H  -2.848  0.225  -3.479
C  -3.395  0.996  -4.023
C  -5.022  -0.605  4.028
H  1.097  -2.380  5.452
H  4.424  -1.136  -2.087
C  3.046  -3.213  -3.067
H  -2.220  -0.932  4.524
C  1.256  -2.765  1.934
H  3.681  -1.930  -0.821
H  -4.851  2.330  3.683
H  1.292  -3.753  4.543
H  4.688  3.467  -4.622
H  -5.399  -0.589  5.051
O  -0.201  0.971  -3.120
H  0.858  4.059  0.295
H  1.539  -0.641  6.409
H  -0.285  -2.349  -0.251
H  3.772  -2.009  2.588
O  -0.774  -2.141  -2.232
C  -2.769  -0.056  4.869
H  1.816  -2.370  1.086
H  -4.981  1.601  5.323
O  0.499  0.240  -0.820
H  -4.457  0.838  -3.837
C  3.447  -1.216  -1.610
C  3.875  -1.988  4.657
H  -1.858  -2.692  -0.531
H  1.426  -1.660  -4.073
H  1.476  -2.171  -1.961
H  3.038  2.273  4.657
H  -1.220  -3.931  -3.430
H  -1.273  0.742  2.405
H  2.421  3.540  0.722
H  1.747  2.575  -4.193
C  -0.895  -2.807  -1.029
C  -5.218  -0.472  1.472
H  4.053  1.719  -0.363
H  4.372  4.638  -3.440
H  2.970  4.225  -1.301
C  0.962  -2.720  4.426
C  3.960  0.638  -0.264
C  2.389  -1.925  -2.503
H  -3.673  -0.057  -0.734
C  -4.008  0.525  1.347
H  2.716  -0.853  -4.089
H  3.765  0.291  0.751
H  -2.119  -3.409  -6.198
C  -6.009  -0.364  2.823
C  -4.489  1.953  1.104
H  -1.581  3.389  -5.244
C  1.769  -2.133  3.278
N  -3.188  0.388  2.601
C  2.336  0.145  4.446
O  1.690  2.669  -1.041
H  3.235  1.690  3.089
H  -3.179  -0.380  5.826
H  -2.022  0.714  5.062
H  -2.416  1.504  -5.725
H  1.572  1.962  3.646
C  -1.065  -2.142  -4.651
O  0.487  3.625  -4.882
H  -1.152  4.810  -4.408
H  3.784  -2.871  -3.792
H  -0.048  -2.425  -6.221
H  1.369  -3.842  1.809
H  -5.861  -0.241  0.623
C  -2.050  -2.392  -5.812
H  4.578  0.122  4.211
H  -5.413  2.211  1.621
H  2.925  1.621  -4.490
C  -3.865  0.404  3.913
H  3.081  4.295  -4.537
N  1.894  -0.962  -3.512
H  -2.460  -2.789  -3.106
C  3.886  3.822  -3.974

Summary:
HOMO-LUMO gap (alpha / beta)	7.1 / 3.6	eV
total charge	+2
multiplicity	2